Computed, not measured: a structure of composition C5H13NS at a distorted geometry, with ωB97M-V/def2-TZVPD.

Cartesian coordinates (Å):
C: -2.855 0.123 -0.943
N: -1.976 0.031 0.313
C: -0.264 -0.152 0.577
C: 0.456 -0.291 -0.841
C: 1.913 0.035 -0.870
S: 4.524 -0.422 0.614
C: 0.402 0.225 1.905
H: -2.524 1.022 -1.429
H: -3.795 0.515 -0.584
H: -2.843 -0.909 -1.485
H: -1.089 0.743 0.421
H: -0.673 -1.166 0.796
H: -0.092 0.357 -1.487
H: 0.066 -1.290 -1.138
H: 2.061 1.156 -0.848
H: 2.409 -0.287 -1.756
H: 2.672 -0.304 -0.111
H: 0.951 -0.655 2.242
H: -0.353 0.128 2.721
H: 1.012 1.140 1.903

Cartesian forces (eV/Å) of the 2 atoms listed first:
3.27 -0.69 0.60
-1.59 1.69 2.11

Values from the calculation:
ΔE to the lowest compared entry with this formula, charge and spin: 969.33 kJ/mol
molecular weight: 119.23 Da
HOMO level: -8.1 eV
frontier orbital gap: 4.79 eV
LUMO energy: -3.273 eV
net charge: 0

Atom charges from the Mulliken analysis, given in e for atoms 1 to 4: atom 1 (C): -0.7635, atom 2 (N): -0.5423, atom 3 (C): 0.3155, atom 4 (C): -0.2340


Computed, not measured: an isolated molecule of C5H13NS at a distorted geometry, with ωB97M-V/def2-TZVPD.

Cartesian coordinates (Å):
C: -3.401 -0.203 -0.077
S: -1.850 0.735 0.133
C: -0.839 -0.545 -0.680
C: 0.581 -0.094 -1.009
C: 1.215 0.277 0.314
C: 2.571 0.895 0.246
N: 1.318 -0.867 1.313
H: -3.751 0.126 0.949
H: -3.210 -1.293 -0.129
H: -3.972 0.210 -0.995
H: -0.709 -1.435 -0.030
H: -1.443 -0.581 -1.643
H: 0.487 0.811 -1.673
H: 1.025 -1.001 -1.677
H: 0.519 1.093 0.702
H: 2.481 1.803 -0.471
H: 3.374 0.318 -0.274
H: 2.944 1.257 1.162
H: 0.552 -0.746 1.911
H: 2.105 -0.757 1.927

Cartesian forces (eV/Å) of the 2 atoms listed first:
-0.38 1.57 0.47
0.51 -0.62 -0.12

Values from the calculation:
ΔE to the lowest compared entry with this formula, charge and spin: 139.08 kJ/mol
molecular weight: 119.23 Da
HOMO level: -8.4 eV
frontier orbital gap: 9.41 eV
SMILES string: CSCC[C@H](C)N
LUMO energy: 0.977 eV
net charge: 0

Atom charges from the Mulliken analysis, given in e for atoms 1 to 4: atom 1 (C): -0.8074, atom 2 (S): -0.0769, atom 3 (C): -0.8580, atom 4 (C): -0.3635


Computed, not measured: an isolated molecule of C5H13NS at a distorted geometry, with ωB97M-V/def2-TZVPD.

Cartesian coordinates (Å):
C: 1.134 -1.715 -2.772
S: 1.293 -0.518 -1.423
C: -0.460 -0.675 -0.947
C: -0.345 -0.539 0.552
C: 0.038 0.902 1.001
C: 0.052 0.996 2.487
N: -0.816 1.914 0.358
H: 0.388 -2.427 -2.476
H: 2.121 -2.153 -2.891
H: 0.920 -1.129 -3.628
H: -0.861 0.214 -1.459
H: -0.953 -1.557 -1.362
H: 0.135 -1.398 0.906
H: -1.333 -0.744 0.970
H: 1.058 0.958 0.613
H: 0.230 0.100 3.090
H: -0.948 1.292 2.805
H: 0.673 1.808 2.867
H: -0.553 2.868 0.526
H: -1.773 1.804 0.783

Cartesian forces (eV/Å) of the 2 atoms listed first:
1.56 0.54 0.65
0.06 -1.01 -0.56

Values from the calculation:
ΔE to the lowest compared entry with this formula, charge and spin: 99.01 kJ/mol
molecular weight: 119.23 Da
HOMO level: -8.1 eV
frontier orbital gap: 9.18 eV
SMILES string: CSCC[C@H](C)N
LUMO energy: 1.071 eV
net charge: 0

Atom charges from the Mulliken analysis, given in e for atoms 1 to 4: atom 1 (C): -0.7761, atom 2 (S): -0.0823, atom 3 (C): -0.6851, atom 4 (C): -1.1876


Computed, not measured: a cluster of 2 separate species, C5H13NS in total at a distorted geometry, with ωB97M-V/def2-TZVPD.

Cartesian coordinates (Å):
N: 2.391 -0.770 0.490
S: 2.766 -1.654 -1.012
H: 2.121 -1.545 1.123
H: 3.242 -0.244 0.922
H: 1.655 -0.106 0.371
C: 0.613 1.966 0.012
C: 0.019 0.853 -0.392
C: -1.148 0.266 0.130
C: -2.075 0.022 -1.055
C: -0.857 -1.128 0.773
H: 0.555 2.434 0.935
H: 1.417 2.472 -0.403
H: 0.201 0.494 -1.407
H: -1.781 0.811 0.852
H: -1.590 -0.625 -1.809
H: -2.191 0.968 -1.713
H: -3.112 -0.234 -0.719
H: -0.328 -0.856 1.693
H: -1.821 -1.530 1.031
H: -0.079 -1.595 0.178

Cartesian forces (eV/Å) of the 2 atoms listed first:
2.70 -0.58 2.08
0.20 -0.10 -0.87

Values from the calculation:
ΔE to the lowest compared entry with this formula, charge and spin: 287.49 kJ/mol
molecular weight: 119.23 Da
HOMO level: -7.7 eV
frontier orbital gap: 8.14 eV
SMILES string: [NH3+][S-].C=CC(C)C
LUMO energy: 0.445 eV
net charge: 0

Atom charges from the Mulliken analysis, given in e for atoms 1 to 4: atom 1 (N): -0.3444, atom 2 (S): -0.4408, atom 3 (H): 0.3910, atom 4 (H): 0.3777